No. 1
DFT (ωB97M-V/def2-TZVPD) results for the molecule C17H21N3O5S in a non-equilibrium geometry.

The value obtained for the energy relative to the best compared isomer or geometry (same formula, charge and spin) is 196.6 kJ/mol. The gap between HOMO and LUMO is 8.84 eV. The total charge is 0. As for the SMILES: CCN(CC)S(=O)(=O)c1ccc(OC)c(NC(=O)c2ccc(=O)[nH]c2)c1.

Geometry as XYZ:
```
47
C17H21N3O5S ωB97M-V/def2-TZVPD
C -1.578 -3.428 -0.147
C -2.855 -2.898 0.499
N -3.245 -1.596 0.013
C -3.740 -1.442 -1.334
C -2.712 -0.795 -2.261
S -3.566 -0.365 1.066
O -4.819 0.256 0.731
O -3.379 -0.846 2.404
C -2.265 0.816 0.710
C -2.567 2.125 0.411
C -1.541 3.022 0.145
C -0.222 2.596 0.165
O 0.864 3.391 -0.083
C 0.649 4.757 -0.352
C 0.074 1.245 0.458
N 1.419 0.878 0.455
C 1.938 -0.382 0.421
O 1.265 -1.394 0.370
C 3.423 -0.441 0.429
C 4.291 0.623 0.806
C 5.635 0.461 0.787
C 6.255 -0.780 0.386
O 7.444 -1.015 0.322
N 5.334 -1.781 0.055
C 4.003 -1.631 0.079
C -0.958 0.369 0.746
H -0.750 -2.739 -0.011
H -1.316 -4.378 0.312
H -1.726 -3.593 -1.212
H -2.715 -2.779 1.574
H -3.673 -3.615 0.337
H -4.028 -2.425 -1.718
H -4.634 -0.813 -1.284
H -2.494 0.218 -1.932
H -1.785 -1.362 -2.259
H -3.103 -0.758 -3.275
H -3.599 2.432 0.388
H -1.784 4.048 -0.080
H 1.639 5.186 -0.498
H 0.057 4.897 -1.261
H 0.156 5.257 0.487
H 2.045 1.663 0.342
H 3.881 1.566 1.140
H 6.305 1.254 1.080
H 5.742 -2.669 -0.214
H 3.387 -2.476 -0.191
H -0.752 -0.657 0.993
```

---

No. 2
DFT (ωB97M-V/def2-TZVPD) results for the molecule C17H21N5O2.

The value obtained for the energy relative to the best compared isomer or geometry (same formula, charge and spin) is 6.9 kJ/mol. The gap between HOMO and LUMO is 7.78 eV. The total charge is 0. As for the SMILES: CCCCCCn1c(=O)[nH]c2nc3cc(N)c(C)cc3nc2c1=O.

Geometry as XYZ:
```
45
C17H21N5O2 ωB97M-V/def2-TZVPD
C 2.157 4.751 -0.823
C 2.910 5.015 -2.121
C 3.357 3.748 -2.853
C 2.199 2.876 -3.357
C 1.869 1.718 -2.417
C 0.639 0.955 -2.904
N 0.295 -0.132 -1.993
C 0.812 -1.378 -2.287
O 1.504 -1.596 -3.253
N 0.481 -2.382 -1.407
C -0.296 -2.223 -0.295
N -0.540 -3.273 0.454
C -1.312 -3.074 1.545
C -1.628 -4.141 2.389
C -2.418 -3.950 3.506
N -2.674 -4.992 4.351
C -2.923 -2.647 3.816
C -3.767 -2.451 5.039
C -2.624 -1.600 2.994
C -1.822 -1.771 1.844
N -1.553 -0.723 1.061
C -0.803 -0.928 0.000
C -0.487 0.201 -0.888
O -0.861 1.337 -0.715
H 1.952 5.690 -0.313
H 1.208 4.258 -1.011
H 2.750 4.126 -0.159
H 2.279 5.607 -2.789
H 3.798 5.612 -1.898
H 3.996 3.157 -2.193
H 3.967 4.056 -3.705
H 1.311 3.497 -3.490
H 2.454 2.459 -4.333
H 1.672 2.091 -1.412
H 2.717 1.032 -2.370
H 0.824 0.516 -3.886
H -0.223 1.625 -2.948
H 0.843 -3.307 -1.606
H -1.240 -5.119 2.150
H -3.437 -4.917 5.000
H -2.445 -5.917 4.030
H -4.032 -1.404 5.148
H -4.691 -3.029 4.971
H -3.228 -2.767 5.932
H -2.991 -0.606 3.198
```

---

No. 3
DFT (ωB97M-V/def2-TZVPD) results for the molecule C17H21N5O2S.

The value obtained for the energy relative to the best compared isomer or geometry (same formula, charge and spin) is 125.2 kJ/mol. The gap between HOMO and LUMO is 8.87 eV. The total charge is 0. As for the SMILES: Cc1cccc(C(=O)N[C@H](C)/C=C/C(=O)N[C@H](C)c2nncs2)c1N.

Geometry as XYZ:
```
46
C17H21N5O2S ωB97M-V/def2-TZVPD
C -0.977 -6.241 1.802
C 0.055 -5.519 0.986
C 0.769 -6.167 -0.004
C 1.717 -5.502 -0.774
C 1.927 -4.157 -0.555
C 1.222 -3.465 0.433
C 1.452 -2.000 0.629
O 1.324 -1.440 1.713
N 1.815 -1.313 -0.487
C 2.048 0.134 -0.509
C 3.208 0.542 0.398
C 0.796 0.898 -0.180
C 0.253 1.796 -0.991
C -0.972 2.538 -0.590
O -1.555 2.356 0.464
N -1.413 3.447 -1.511
C -2.497 4.356 -1.172
C -3.159 4.885 -2.434
C -1.973 5.484 -0.312
N -1.327 6.491 -0.809
N -0.895 7.369 0.140
C -1.248 7.006 1.331
S -2.111 5.529 1.398
C 0.307 -4.157 1.244
N -0.472 -3.509 2.203
H -0.680 -6.321 2.852
H -1.930 -5.709 1.779
H -1.130 -7.252 1.428
H 0.575 -7.219 -0.180
H 2.278 -6.029 -1.533
H 2.676 -3.633 -1.136
H 1.682 -1.769 -1.372
H 2.324 0.361 -1.542
H 3.424 1.601 0.255
H 2.959 0.369 1.442
H 4.098 -0.035 0.147
H 0.332 0.704 0.781
H 0.690 2.014 -1.962
H -0.779 3.739 -2.238
H -3.204 3.774 -0.583
H -3.988 5.543 -2.177
H -2.447 5.463 -3.024
H -3.536 4.055 -3.029
H -0.997 7.579 2.210
H -0.524 -4.015 3.076
H -0.115 -2.579 2.391
```

---

No. 4
DFT (ωB97M-V/def2-TZVPD) results for the molecule C17H21N5O3 in a non-equilibrium geometry.

The value obtained for the energy relative to the best compared isomer or geometry (same formula, charge and spin) is 272.2 kJ/mol. The gap between HOMO and LUMO is 8.58 eV. The total charge is 0. As for the SMILES: Cc1nnnn1/C(=C\c1ccccc1)C(=O)OCC(=O)NC(C)(C)C.

Geometry as XYZ:
```
46
C17H21N5O3 ωB97M-V/def2-TZVPD
C 2.162 0.796 -1.509
C 1.177 1.611 -2.244
N 1.426 2.542 -3.131
N 0.253 3.025 -3.519
N -0.704 2.469 -2.920
N -0.177 1.553 -2.084
C -0.965 0.722 -1.276
C -1.921 1.197 -0.455
C -2.227 2.586 -0.171
C -1.252 3.586 -0.136
C -1.601 4.894 0.136
C -2.925 5.230 0.370
C -3.899 4.244 0.359
C -3.552 2.933 0.105
C -0.735 -0.727 -1.490
O 0.001 -1.176 -2.331
O -1.429 -1.484 -0.620
C -1.245 -2.890 -0.733
C 0.015 -3.411 -0.016
O 0.420 -4.530 -0.232
N 0.557 -2.527 0.836
C 1.766 -2.748 1.634
C 1.542 -3.933 2.576
C 2.017 -1.471 2.434
C 2.940 -3.028 0.694
H 1.936 0.794 -0.443
H 3.153 1.208 -1.677
H 2.133 -0.230 -1.876
H -2.555 0.463 0.024
H -0.212 3.340 -0.287
H -0.837 5.656 0.161
H -3.195 6.256 0.571
H -4.930 4.500 0.552
H -4.312 2.165 0.091
H -2.126 -3.352 -0.284
H -1.172 -3.183 -1.785
H 0.078 -1.650 0.970
H 2.431 -4.108 3.174
H 1.326 -4.825 1.995
H 0.704 -3.736 3.242
H 2.175 -0.624 1.769
H 2.905 -1.589 3.049
H 1.175 -1.253 3.088
H 3.850 -3.185 1.267
H 3.093 -2.192 0.015
H 2.735 -3.919 0.107
```